(1)
{
  "formula": "C3H4NOPS",
  "method": "ωB97M-V/def2-TZVPD",
  "total_energy_ev": -26831.201,
  "homo_ev": [-7.92, -7.69],
  "gap_ha": [0.270, 0.259],
  "e_above_lowest_kj_mol": 444.0,
  "e_lumo_ev": [-0.566, -0.640],
  "total_charge": 0,
  "symbols": ["C", "C", "C", "N", "O", "P", "S", "H", "H", "H", "H"],
  "coordinates": [[0.43872, 1.62010, 1.21515], [-0.22911, 0.37674, 0.82690], [0.56038, -0.32063, -0.34535], [2.00181, -1.64171, 0.95464], [1.03914, -1.60371, 0.03608], [2.70371, -0.62432, 1.90975], [0.01365, 3.14223, 1.11902], [-0.28164, -0.49602, 1.51938], [-1.31904, 0.68545, 0.57907], [-0.26190, -0.56387, -1.14523], [1.51884, 0.17226, -0.63184]]
}

---

(2)
{
  "formula": "C3H4NOS",
  "method": "ωB97M-V/def2-TZVPD",
  "total_energy_ev": -17537.876,
  "smiles": "C#[N+]SCC=O",
  "homo_ev": -14.69,
  "gap_ha": 0.336,
  "e_above_lowest_kj_mol": 121.5,
  "e_lumo_ev": -5.539,
  "total_charge": 1,
  "symbols": ["C", "N", "S", "C", "C", "O", "H", "H", "H", "H"],
  "coordinates": [[-1.38753, 2.62957, -0.66764], [-0.44751, 1.89748, -0.63960], [0.89201, 1.07625, -1.02146], [0.44482, -0.53789, -0.16101], [1.82827, -1.16631, -0.19087], [2.51627, -0.75726, -1.08336], [-1.84824, 3.52328, -0.22180], [-0.14528, -1.12032, -1.03599], [-0.00560, -0.42368, 0.79004], [2.05156, -2.13316, 0.51226]]
}

---

(3)
{
  "formula": "C3H4NOS",
  "method": "ωB97M-V/def2-TZVPD",
  "total_energy_ev": -17538.475,
  "homo_ev": -13.60,
  "gap_ha": 0.313,
  "e_above_lowest_kj_mol": 63.7,
  "e_lumo_ev": -5.088,
  "total_charge": 1,
  "symbols": ["C", "C", "C", "N", "O", "S", "H", "H", "H", "H"],
  "coordinates": [[2.36548, -1.33595, -0.73032], [-0.71373, 0.08118, -0.20664], [-1.63671, 1.07623, 0.37254], [2.02974, -0.90020, 0.27893], [-0.35301, -0.57570, -1.05387], [1.22903, -0.42422, 1.53888], [2.85553, -1.70222, -1.60458], [-2.51004, 0.36724, 0.45036], [-1.90292, 1.80263, -0.37888], [-1.36337, 1.61099, 1.33358]]
}

---

(4)
{
  "formula": "C3H4NOS",
  "method": "ωB97M-V/def2-TZVPD",
  "total_energy_ev": -17536.561,
  "homo_ev": -12.98,
  "gap_ha": 0.280,
  "e_above_lowest_kj_mol": 248.4,
  "e_lumo_ev": -5.366,
  "total_charge": 1,
  "symbols": ["C", "C", "C", "N", "O", "S", "H", "H", "H", "H"],
  "coordinates": [[-1.57521, 3.29399, 0.48077], [-1.25884, -1.38612, 1.21820], [-2.47137, -0.95665, 0.80866], [-1.21636, 2.48314, -0.30187], [-0.17573, -1.50053, 1.47415], [-0.98474, 1.13670, -0.97278], [-2.10208, 4.28577, 0.72371], [-2.42165, -0.30318, -0.26968], [-2.38272, -0.47039, 1.80197], [-3.39762, -1.60607, 0.69221]]
}

---

(5)
{
  "formula": "C3H4NP",
  "method": "ωB97M-V/def2-TZVPD",
  "total_energy_ev": -13952.713,
  "smiles": "C1=NC=[PH]=C1",
  "homo_ev": -9.64,
  "gap_ha": 0.382,
  "e_above_lowest_kj_mol": 60.8,
  "e_lumo_ev": 0.757,
  "total_charge": 0,
  "symbols": ["C", "N", "C", "P", "C", "H", "H", "H", "H"],
  "coordinates": [[-1.05135, 0.41296, -0.32114], [-0.93250, -0.96656, -0.10339], [0.28074, -1.31589, 0.02087], [1.53848, 0.02370, -0.13583], [0.07563, 1.13098, -0.20835], [-2.01001, 0.98251, -0.22045], [0.58581, -2.32369, 0.09289], [1.38077, -0.16581, 1.17836], [0.13243, 2.22180, -0.30296]]
}

---

(6)
{
  "formula": "C3H4NPS",
  "method": "ωB97M-V/def2-TZVPD",
  "total_energy_ev": -24784.973,
  "multiplicity": 3,
  "s2": 2.02,
  "homo_ev": [-7.16, -9.48],
  "gap_ha": [0.264, 0.259],
  "e_above_lowest_kj_mol": 36.2,
  "e_lumo_ev": [0.037, -2.422],
  "total_charge": 0,
  "symbols": ["C", "C", "C", "N", "P", "S", "H", "H", "H", "H"],
  "coordinates": [[-0.94139, 0.05099, 0.27148], [-0.30596, -1.20012, 0.66263], [-0.66080, 0.68890, -0.88445], [2.59141, 0.40148, 0.20025], [1.87213, 1.66215, -0.08166], [0.83222, -1.91529, -0.28174], [-1.74762, 0.26199, 0.98458], [-0.81528, -1.82516, 1.41159], [0.17417, 0.14740, -1.45821], [-0.99888, 1.72766, -0.82448]]
}

---

(7)
{
  "formula": "C3H4NS",
  "method": "ωB97M-V/def2-TZVPD",
  "total_energy_ev": -15492.180,
  "homo_ev": -16.47,
  "gap_ha": 0.353,
  "e_above_lowest_kj_mol": 53.6,
  "e_lumo_ev": -6.866,
  "total_charge": 1,
  "symbols": ["C", "C", "C", "N", "S", "H", "H", "H", "H"],
  "coordinates": [[0.02174, -0.36888, 0.91821], [-1.23428, 0.63508, -0.49437], [0.98393, -0.29082, -0.25139], [-1.12822, 0.10963, 0.75234], [0.16899, 0.65601, -1.47754], [0.40778, -0.79473, 1.92449], [-2.09410, 1.32702, -0.72960], [1.93601, 0.13309, -0.00390], [0.93815, -1.40641, -0.63823]]
}

---

(8)
{
  "formula": "C3H4NS",
  "method": "ωB97M-V/def2-TZVPD",
  "total_energy_ev": -15483.616,
  "homo_ev": [-13.63, -14.77],
  "gap_ha": [0.264, 0.283],
  "e_above_lowest_kj_mol": 879.9,
  "e_lumo_ev": [-6.450, -7.069],
  "total_charge": 1,
  "symbols": ["C", "C", "C", "N", "S", "H", "H", "H", "H"],
  "coordinates": [[-1.16700, -0.25146, 1.78661], [-3.26008, -0.16349, -0.35885], [-0.36846, -0.30400, -0.63282], [-0.27898, 0.15636, 0.78584], [-2.12364, -0.20837, -1.45458], [0.28119, 0.28774, -1.27445], [-0.10284, -1.36246, -0.70739], [-0.38357, 1.19594, 0.82313], [0.69449, -0.06558, 1.08118]]
}

---

(9)
{
  "formula": "C3H4NaO4Tl",
  "method": "ωB97M-V/def2-TZVPD",
  "total_energy_ev": -20468.543,
  "multiplicity": 2,
  "s2": 0.75,
  "homo_ev": [-12.37, -13.06],
  "gap_ha": [0.325, 0.349],
  "e_above_lowest_kj_mol": 31.7,
  "e_lumo_ev": [-3.511, -3.560],
  "total_charge": 1,
  "symbols": ["H", "C", "C", "O", "H", "H", "O", "C", "O", "Na", "H", "Tl", "O"],
  "coordinates": [[-3.62544, 0.20787, -1.61007], [-3.06152, -0.72793, -1.64757], [-3.25679, -2.03105, -1.05464], [-2.20783, -1.09654, -0.64209], [-4.02018, -2.18806, -0.28814], [-2.88069, -2.91913, -1.56741], [2.57572, 0.88802, 0.06969], [2.63713, 1.37923, 1.23540], [1.87040, 1.17114, 2.17877], [-0.26398, -0.54430, 0.36630], [3.92286, 2.26971, 2.38057], [4.48233, 1.57784, -0.86915], [3.82799, 2.01319, 1.44833]]
}

---

(10)
{
  "formula": "C3H4O",
  "method": "ωB97M-V/def2-TZVPD",
  "total_energy_ev": -5220.206,
  "smiles": "C=C1CO1",
  "homo_ev": -9.42,
  "gap_ha": 0.385,
  "e_above_lowest_kj_mol": 186.3,
  "e_lumo_ev": 1.053,
  "total_charge": 0,
  "symbols": ["C", "C", "C", "O", "H", "H", "H", "H"],
  "coordinates": [[0.08606, 0.08971, -1.43975], [-0.25925, 0.20346, -0.16566], [-0.04679, -0.27297, 1.21375], [-0.32900, 1.11058, 0.85348], [-0.04155, 0.89385, -2.04248], [0.32315, -0.81748, -1.76641], [-0.65780, -0.87047, 1.77459], [0.92519, -0.33668, 1.57248]]
}

---

(11)
{
  "formula": "C3H4O",
  "method": "ωB97M-V/def2-TZVPD",
  "total_energy_ev": -5220.426,
  "smiles": "C=C1CO1",
  "homo_ev": -9.54,
  "gap_ha": 0.391,
  "e_above_lowest_kj_mol": 165.1,
  "e_lumo_ev": 1.101,
  "total_charge": 0,
  "symbols": ["C", "C", "C", "O", "H", "H", "H", "H"],
  "coordinates": [[-1.15847, 0.67423, -0.49442], [-0.23831, 0.10471, 0.16999], [0.98876, -0.57962, 0.29910], [0.07630, -0.38303, 1.34940], [-2.02394, 1.09460, -0.14146], [-0.79605, 0.83370, -1.59967], [1.17719, -1.64459, -0.01218], [1.97452, -0.10000, 0.42923]]
}

---

(12)
{
  "formula": "C3H4O",
  "method": "ωB97M-V/def2-TZVPD",
  "total_energy_ev": -5219.759,
  "smiles": "C#C.C=O",
  "homo_ev": -10.29,
  "gap_ha": 0.390,
  "e_above_lowest_kj_mol": 229.4,
  "e_lumo_ev": 0.340,
  "total_charge": 0,
  "symbols": ["C", "C", "H", "H", "C", "O", "H", "H"],
  "coordinates": [[-0.28471, -1.40347, -0.17425], [-0.32623, -2.52995, -0.57753], [0.09099, -0.43869, 0.07627], [-0.40070, -3.51116, -1.00682], [0.23325, 1.99532, 0.40112], [-0.17745, 1.06919, 1.06504], [1.27305, 2.34065, 0.58125], [-0.40820, 2.47812, -0.36508]]
}

---

(13)
{
  "formula": "C3H4O2",
  "method": "ωB97M-V/def2-TZVPD",
  "total_energy_ev": -7265.608,
  "homo_ev": -9.18,
  "gap_ha": 0.305,
  "e_above_lowest_kj_mol": 490.0,
  "e_lumo_ev": -0.869,
  "total_charge": 0,
  "symbols": ["O", "C", "C", "O", "C", "H", "H", "H", "H"],
  "coordinates": [[0.82108, -0.99920, -1.61766], [0.22300, -0.70628, -0.62796], [-1.11941, -0.01182, -0.32836], [-0.75431, -0.21002, 1.07217], [0.40073, -0.83603, 0.93962], [-2.02855, -0.56302, -0.57374], [-1.21400, 1.04740, -0.57840], [1.83383, 1.42378, 0.61511], [1.83764, 0.85519, 1.09923]]
}

---

(14)
{
  "formula": "C3H4O2",
  "method": "ωB97M-V/def2-TZVPD",
  "total_energy_ev": -7263.637,
  "homo_ev": -8.86,
  "gap_ha": 0.334,
  "e_above_lowest_kj_mol": 680.1,
  "e_lumo_ev": 0.240,
  "total_charge": 0,
  "symbols": ["C", "C", "C", "O", "O", "H", "H", "H", "H"],
  "coordinates": [[0.36798, -0.61429, 1.48560], [0.49804, -0.38674, 0.09526], [-0.60071, 0.63285, -1.32398], [0.54287, -1.70756, 0.66154], [1.50305, 0.15215, 1.05306], [-0.48994, -0.60280, 2.13563], [-0.17297, 0.37843, -2.30773], [-0.08413, 1.52633, -0.78116], [-1.56419, 0.62163, -1.01821]]
}

---

(15)
{
  "formula": "C3H4O2",
  "method": "ωB97M-V/def2-TZVPD",
  "total_energy_ev": -7268.197,
  "smiles": "C=C=O.C=O",
  "homo_ev": -9.26,
  "gap_ha": 0.366,
  "e_above_lowest_kj_mol": 240.2,
  "e_lumo_ev": 0.702,
  "total_charge": 0,
  "symbols": ["C", "C", "O", "H", "H", "C", "O", "H", "H"],
  "coordinates": [[1.30036, -1.01011, 0.11854], [2.01559, 0.09726, 0.13245], [2.69690, 1.06813, 0.13446], [1.18631, -1.53908, 0.96014], [0.92220, -1.40213, -0.93009], [-1.99713, 0.66640, -0.08259], [-1.67238, -0.28311, -0.72441], [-1.97870, 1.78067, -0.57965], [-2.47316, 0.62197, 0.97115]]
}

---

(16)
{
  "formula": "C3H4O2",
  "method": "ωB97M-V/def2-TZVPD",
  "total_energy_ev": -7264.973,
  "homo_ev": [-9.06, -9.05],
  "gap_ha": [0.306, 0.306],
  "e_above_lowest_kj_mol": 551.2,
  "e_lumo_ev": [-0.734, -0.734],
  "total_charge": 0,
  "symbols": ["C", "C", "C", "O", "O", "H", "H", "H", "H"],
  "coordinates": [[0.75937, -0.03442, 0.08340], [-0.42111, -0.60343, -0.10857], [-1.64371, 0.16686, -0.05970], [-3.86666, 0.33974, 0.05665], [-2.70331, -0.40510, -0.04808], [1.69932, -0.58724, 0.43653], [0.68797, 0.98260, 0.27475], [-0.44357, -1.60962, -0.36985], [-1.80393, 1.26721, -0.06954]]
}

---

(17)
{
  "formula": "C3H4O2",
  "method": "ωB97M-V/def2-TZVPD",
  "total_energy_ev": -7267.187,
  "homo_ev": -8.97,
  "gap_ha": 0.359,
  "e_above_lowest_kj_mol": 337.6,
  "e_lumo_ev": 0.791,
  "total_charge": 0,
  "symbols": ["C", "C", "C", "O", "O", "H", "H", "H", "H"],
  "coordinates": [[-1.05067, 0.00311, 0.41649], [-0.28162, -0.83211, -0.25359], [1.86430, 0.03127, 0.13044], [1.02342, -1.04878, 0.07280], [1.45097, 1.21260, -0.12488], [-2.05010, -0.04875, 0.12078], [-0.70594, 0.76380, 1.06983], [-0.68818, -1.27581, -1.12228], [0.43782, 1.19467, -0.30958]]
}

---

(18)
{
  "formula": "C3H4O2",
  "method": "ωB97M-V/def2-TZVPD",
  "total_energy_ev": -7268.451,
  "smiles": "C[C@@H]1OC1=O",
  "homo_ev": -10.35,
  "gap_ha": 0.409,
  "e_above_lowest_kj_mol": 215.6,
  "e_lumo_ev": 0.786,
  "total_charge": 0,
  "symbols": ["C", "C", "O", "C", "O", "H", "H", "H", "H"],
  "coordinates": [[1.08687, 0.14082, -0.35252], [-0.12912, -0.22825, 0.45042], [-1.14119, -1.24134, -0.12006], [-1.49210, 0.00876, 0.05138], [-2.37990, 0.77618, -0.11057], [1.73634, -0.68448, -0.55407], [1.70249, 1.04907, 0.22360], [0.58420, 0.59837, -1.30628], [0.03241, -0.41914, 1.71811]]
}

---

(19)
{
  "formula": "C3H4O2",
  "method": "ωB97M-V/def2-TZVPD",
  "total_energy_ev": -7265.025,
  "homo_ev": [-8.75, -8.89],
  "gap_ha": [0.298, 0.303],
  "e_above_lowest_kj_mol": 546.2,
  "e_lumo_ev": [-0.659, -0.653],
  "total_charge": 0,
  "symbols": ["C", "C", "C", "O", "O", "H", "H", "H", "H"],
  "coordinates": [[1.59523, 0.02656, -0.01751], [0.44093, -0.53376, 0.02582], [-0.71438, 0.26777, -0.00096], [-2.93873, 0.31168, 0.04702], [-1.82661, -0.33964, -0.09487], [2.45345, -0.63626, 0.06243], [1.68620, 1.11104, -0.27284], [0.24001, -1.62404, 0.16533], [-0.93611, 1.41664, 0.08557]]
}

---

(20)
{
  "formula": "C3H4O2",
  "method": "ωB97M-V/def2-TZVPD",
  "total_energy_ev": -7260.677,
  "multiplicity": 3,
  "s2": 2.02,
  "homo_ev": [-7.70, -10.42],
  "gap_ha": [0.322, 0.315],
  "e_above_lowest_kj_mol": 537.4,
  "e_lumo_ev": [1.056, -1.860],
  "total_charge": 0,
  "symbols": ["C", "C", "C", "O", "O", "H", "H", "H", "H"],
  "coordinates": [[-0.95812, 0.61502, -0.84063], [-0.15536, -0.10373, -0.13564], [2.31533, 0.44553, 0.18260], [3.09217, -0.64935, 0.64160], [3.16544, -0.14239, -0.70996], [-1.97747, 0.22710, -0.97363], [-0.89069, 1.65163, -1.23819], [-0.24178, -1.05377, 0.38128], [2.70026, 1.44417, 0.57334]]
}